# 1
Molecular formula: C8H24AgF2NO8S2
Method: DFT, the ωB97M-V functional and the def2-TZVPD basis

```
46
Properties=species:S:1:pos:R:3:forces:R:3
Ag -0.020529 0.241337 -0.276148 -0.4 -0.1 -0.1
N 2.050981 0.836753 0.569934 2.1 0.9 -1.9
S 3.289897 0.209407 1.313999 0.8 -3.5 4.0
O 3.887372 1.057044 2.281597 0.1 0.5 -0.2
O 4.108882 -0.702598 0.584917 0.0 0.6 -0.7
F 2.456551 -0.832436 2.226618 -0.4 0.5 -0.2
S 2.896865 1.639334 -0.625503 -2.4 2.1 -1.8
O 3.402873 0.873487 -1.699889 0.0 -0.9 -0.1
O 3.620570 2.790425 -0.234033 0.2 -0.1 0.8
F 1.521069 2.251955 -1.223701 0.2 0.0 -0.1
C 1.486780 -2.933073 -0.523230 -0.1 -0.3 -0.5
C 1.978819 -2.200592 -1.747339 -0.3 0.2 0.2
O 1.050824 -1.118529 -2.034556 0.3 -0.5 -0.3
H 1.299287 -2.247607 0.301056 0.3 -0.1 0.1
H 2.223873 -3.696432 -0.274783 0.0 0.1 0.4
H 0.557396 -3.460383 -0.751064 0.0 0.1 0.0
H 1.983551 -2.868298 -2.611792 0.1 0.0 0.0
H 2.976087 -1.789721 -1.586612 0.0 0.1 0.0
H 1.330372 -0.805681 -2.900830 -0.2 0.5 0.1
C -2.354533 -1.903642 -0.969110 -0.2 0.2 0.1
C -1.994355 -2.409256 0.414808 -0.2 -0.9 -1.2
O -1.135385 -1.438685 1.009219 -0.6 -0.5 0.4
H -2.991256 -1.027081 -0.832455 0.1 0.1 -0.3
H -2.888719 -2.627643 -1.584624 -0.1 -0.2 0.3
H -1.455069 -1.658062 -1.540554 0.0 0.2 0.1
H -1.515394 -3.390823 0.317140 0.4 0.2 0.2
H -2.906465 -2.621607 0.979266 0.1 0.5 0.3
H -1.105242 -1.635666 1.950590 0.3 0.2 0.1
C -1.521829 1.419701 -3.131864 -0.3 0.2 -0.1
C -2.428950 2.035716 -2.068095 0.8 -0.8 -0.6
O -1.879582 1.776511 -0.760929 -0.2 0.5 -0.2
H -1.215055 0.417858 -2.822732 -0.1 0.0 0.0
H -0.628403 2.007848 -3.340079 0.0 0.0 0.1
H -2.105345 1.332474 -4.051170 0.2 -0.1 -0.1
H -3.392302 1.536436 -2.167740 -0.2 0.2 0.4
H -2.523209 3.107422 -2.233344 -0.2 0.0 0.1
H -1.573449 2.634487 -0.448701 0.1 -0.2 0.5
C -1.456001 2.025819 4.018656 0.0 0.5 0.6
C -0.354648 1.317679 3.289632 -0.1 -0.7 -1.9
O -0.018249 2.014561 2.081039 -0.4 0.9 0.0
H -1.155072 3.016553 4.366084 0.2 -0.1 0.1
H -1.750588 1.425775 4.881928 0.0 0.1 0.1
H -2.352564 2.187599 3.419488 0.2 -0.2 -0.3
H -0.775575 0.378622 2.899999 0.1 -0.3 0.7
H 0.556322 1.100409 3.846408 -0.2 0.2 0.4
H 0.819397 1.732602 1.688497 0.1 -0.1 0.5
```
Positions in Å, forces in eV/Å.

Values from the calculation:
* charge: 0
* E_HOMO: -9.93 eV
* orbital gap: 10.20 eV

# 2
Molecular formula: C4H9NO2
Method: DFT, the ωB97M-V functional and the def2-TZVPD basis

```
16
Properties=species:S:1:pos:R:3:forces:R:3
C -0.825829 -0.914054 1.178241 -0.5 -1.3 0.7
O -0.679317 -1.800167 2.310657 0.1 0.6 0.0
C 0.451311 -0.198601 0.876794 1.7 0.4 -1.7
C 0.359305 1.044685 -0.044572 -1.6 -0.9 -0.6
C -0.152769 0.611286 -1.449750 0.6 0.0 1.5
N 0.726043 0.764023 -2.511831 -1.3 0.6 0.0
O -1.285500 0.205302 -1.555552 -0.2 0.3 -0.5
H -1.087471 -1.650550 0.426254 -0.2 0.5 -0.6
H -1.662655 -0.231027 1.346449 0.0 0.0 -0.1
H -0.578388 -1.229162 3.075373 0.1 -0.1 0.3
H 1.035066 0.038563 1.768963 -0.3 0.0 0.1
H 1.103249 -0.821740 0.241139 0.0 -0.6 0.8
H -0.503257 1.625836 0.305593 0.6 0.6 0.0
H 1.293662 1.585527 -0.142709 0.0 0.2 0.3
H 1.587863 0.273315 -2.441091 0.7 0.0 -0.1
H 0.218687 0.696763 -3.383959 0.4 -0.5 -0.2
```
Positions in Å, forces in eV/Å.

Values from the calculation:
* charge: 0
* E_HOMO: -9.92 eV
* orbital gap: 10.73 eV

# 3
Molecular formula: C4H13N3O
Method: DFT, the ωB97M-V functional and the def2-TZVPD basis

```
21
Properties=species:S:1:pos:R:3:forces:R:3
C -2.900490 -0.858985 1.392565 0.8 -1.0 0.6
N -1.600536 -0.222359 1.250435 -1.7 0.9 -2.5
C -1.630439 1.225061 1.141532 1.2 1.4 1.2
O -0.369093 1.778978 0.943536 -0.3 -0.7 0.5
H -3.312449 -0.714210 2.394814 0.0 0.2 -0.1
H -2.758640 -1.924297 1.224805 -0.2 0.0 -0.1
H -3.580177 -0.431694 0.645754 0.0 0.1 0.0
H -1.011427 -0.603176 0.495763 0.6 -0.4 0.7
H -2.213543 1.586933 0.281790 -0.4 -0.7 -0.1
H -2.109526 1.600063 2.056241 -0.1 0.0 -0.1
H 0.078954 1.808085 1.801859 0.2 0.2 -0.2
C 0.984869 0.270892 -1.823715 0.8 -0.4 0.2
N 3.218386 -0.717156 -0.337638 -0.9 -0.9 -1.3
C 3.145093 -0.641617 -1.766864 0.7 1.2 0.7
N 2.241783 -0.105200 -2.469248 -0.5 -0.4 0.1
H 0.194004 0.346453 -2.564764 0.0 0.1 0.0
H 1.101582 1.197656 -1.267523 -0.1 0.3 -0.1
H 0.700835 -0.482126 -1.063030 -0.3 -0.1 -0.1
H 2.285049 -0.531771 0.016587 0.2 0.0 0.4
H 3.439041 -1.690569 -0.123224 0.3 0.3 0.4
H 4.096728 -0.890963 -2.229675 -0.1 -0.3 -0.2
```
Positions in Å, forces in eV/Å.

Values from the calculation:
* 2S+1: 2
* charge: +1
* expectation value of S²: 0.75
* E_HOMO (alpha / beta): -12.28 / -12.26 eV
* orbital gap (alpha / beta): 8.84 / 3.39 eV

# 4
Molecular formula: C4H7NO
Method: DFT, the ωB97M-V functional and the def2-TZVPD basis

```
13
Properties=species:S:1:pos:R:3:forces:R:3
C -1.147366 -0.268698 -1.032894 0.0 0.0 0.0
C 0.159103 -0.572699 -0.314616 0.0 0.0 -0.3
C 1.101587 0.620371 -0.109528 0.1 0.0 -0.2
N 0.757969 1.132464 1.223860 -0.2 -0.3 0.2
C 0.124220 0.181859 1.768193 0.0 0.2 0.1
O -0.151786 -0.937518 1.054051 0.0 0.0 0.1
H -1.747290 -1.179154 -1.126378 0.1 0.1 0.0
H -1.733368 0.472623 -0.476976 0.2 -0.1 -0.1
H -0.957504 0.122755 -2.037897 0.0 -0.1 0.1
H 0.671415 -1.419249 -0.777225 -0.1 0.0 0.1
H 2.146636 0.291378 -0.079785 -0.1 0.1 -0.1
H 1.007701 1.386065 -0.882804 -0.1 0.0 0.1
H -0.231318 0.169805 2.792001 0.0 0.0 -0.1
```
Positions in Å, forces in eV/Å.

Values from the calculation:
* charge: 0
* E_HOMO: -9.64 eV
* orbital gap: 10.65 eV

# 5
Molecular formula: CH7N
Method: DFT, the ωB97M-V functional and the def2-TZVPD basis

```
9
Properties=species:S:1:pos:R:3:forces:R:3
C -0.289281 1.235108 2.420332 -0.6 -4.0 -1.3
H -1.064065 1.865878 2.562024 -1.9 2.9 -0.2
H -0.661624 0.409406 3.095614 0.7 -0.2 -1.6
H 0.592764 1.468156 2.812964 3.4 1.9 2.4
H 0.083333 1.083132 1.375579 -1.5 -0.6 0.6
N 0.437654 -1.399500 -3.020326 3.8 -4.0 -2.9
H 0.317408 -1.015162 -3.900539 -0.9 1.4 -1.1
H 0.027390 -1.234244 -2.213370 -2.8 1.8 3.8
H 0.556425 -2.412778 -3.132281 0.0 0.8 0.1
```
Positions in Å, forces in eV/Å.

Values from the calculation:
* charge: 0
* E_HOMO: -9.62 eV
* orbital gap: 10.67 eV

# 6
Molecular formula: C2H3IS
Method: DFT, the ωB97M-V functional and the def2-TZVPD basis

```
7
Properties=species:S:1:pos:R:3:forces:R:3
C -0.605286 0.009840 -0.666473 -0.8 -0.2 0.4
C 0.655158 -0.341054 -0.073390 1.8 -3.2 0.0
S -1.029489 2.564698 0.477662 0.0 -0.4 -0.4
I -2.127157 -1.245288 -0.033959 0.0 0.1 -0.1
H 0.648767 0.555472 0.484042 0.6 1.4 1.5
H 1.510237 -0.246927 -0.749417 -0.2 0.5 -0.3
H 0.947771 -1.296744 0.561534 -1.3 1.8 -1.0
```
Positions in Å, forces in eV/Å.

Values from the calculation:
* charge: 0
* E_HOMO (alpha / beta): -9.04 / -8.96 eV
* orbital gap (alpha / beta): 6.66 / 6.44 eV

# 7
Molecular formula: ClH2NOS
Method: DFT, the ωB97M-V functional and the def2-TZVPD basis

```
6
Properties=species:S:1:pos:R:3:forces:R:3
N -0.373358 0.482121 -0.093756 -2.6 0.6 2.6
O -2.319012 -3.568086 -0.481520 0.5 -1.2 0.6
S -2.945707 -2.368963 -0.977581 -0.6 1.0 -0.1
Cl -2.161310 -1.959591 -2.787456 0.1 0.2 -0.5
H 0.505046 0.104196 -0.304704 1.9 -0.9 -0.2
H -0.536271 0.311332 0.977161 0.6 0.3 -2.4
```
Positions in Å, forces in eV/Å.

Values from the calculation:
* charge: 0
* E_HOMO (alpha / beta): -9.16 / -11.45 eV
* orbital gap (alpha / beta): 8.25 / 10.09 eV

# 8
Molecular formula: C15H18F6N2O7S
Method: DFT, the ωB97M-V functional and the def2-TZVPD basis

```
49
Properties=species:S:1:pos:R:3:forces:R:3
C 0.965913 -3.850394 0.376179 0.2 0.4 -0.6
C 1.931906 -2.753597 -0.110559 -0.2 -0.7 0.1
S 2.109763 -2.800062 -1.919304 0.1 -0.1 -0.2
C 1.268648 -1.307426 -2.474902 0.3 0.2 0.5
N 0.048373 -0.976646 -1.704821 -0.4 -0.6 0.0
C -0.401290 0.327256 -2.168659 -0.5 0.1 -0.4
O -0.923201 0.474791 -3.231784 0.0 -0.1 0.4
O -0.163469 1.335456 -1.317509 0.1 0.2 -0.1
C 1.216464 1.731535 -1.286987 0.3 0.1 0.5
C 1.937911 0.963689 -0.207208 0.1 0.0 0.0
O 3.223943 1.552492 -0.013965 -0.1 0.0 0.0
C 4.191929 0.576258 0.034619 0.6 -0.2 -0.6
C 4.314491 -0.167037 1.327424 -0.3 0.0 -0.2
O 4.890046 0.351278 -0.913203 -0.3 0.3 0.3
C -0.934272 -1.990146 -1.884114 0.1 -0.3 -1.6
O -0.858973 -2.795520 -2.780787 -0.2 0.5 1.1
C -2.150664 -2.193478 -0.922181 0.7 0.3 -0.1
F -3.246478 -2.237561 -1.681116 -0.3 0.1 -0.3
F -1.968425 -3.420999 -0.414356 0.1 -0.4 0.2
C -2.430010 -1.250263 0.288940 -1.1 -0.5 0.0
F -1.326082 -0.687310 0.795075 0.6 0.4 -0.2
F -2.954440 -2.008269 1.266191 0.0 -0.3 0.3
C -3.517418 -0.185810 0.026952 0.4 0.6 0.8
F -3.198551 0.547827 -1.049967 0.4 0.3 -0.5
F -4.671632 -0.791782 -0.182668 -0.5 -0.2 -0.2
C -3.704119 0.748056 1.271397 -1.4 -0.3 1.2
O -4.619445 0.527356 2.032596 1.3 0.5 -1.2
O -2.902443 1.810830 1.405571 -0.1 -0.3 0.3
H 1.512067 -4.747216 0.616616 0.2 -0.3 0.3
H 0.371520 -3.531093 1.218965 -0.1 0.0 0.3
H 0.323471 -4.119773 -0.446473 -0.4 -0.1 -0.1
H 1.644182 -1.778862 0.252425 -0.1 0.2 -0.1
H 2.913727 -2.982195 0.271108 0.4 0.2 0.2
H 1.948115 -0.478509 -2.343275 0.1 0.2 -0.1
H 1.065990 -1.371545 -3.533269 -0.1 -0.4 -0.3
H 1.255348 2.771617 -1.019004 -0.3 0.5 0.1
H 1.685247 1.631025 -2.258212 0.0 -0.1 -0.3
H 2.049444 -0.081063 -0.468984 0.0 -0.1 0.0
H 1.333963 1.018559 0.687177 -0.1 0.1 0.5
H 5.079721 0.298393 1.928946 0.3 0.2 0.2
H 4.607074 -1.177064 1.102258 0.3 -0.4 0.0
H 3.387932 -0.180256 1.880104 -0.3 0.1 0.2
H -1.991529 1.647827 1.134599 0.1 0.1 -0.5
C -2.476300 5.458698 3.092008 -0.2 0.1 0.3
C -1.696639 4.857485 2.024462 -0.1 0.0 0.0
N -1.091035 4.381588 1.176213 0.2 -0.2 -0.1
H -3.057742 6.299166 2.718054 0.0 0.0 -0.1
H -3.165358 4.731625 3.518169 0.0 -0.1 -0.1
H -1.827650 5.821077 3.887260 0.1 0.0 0.0
```
Positions in Å, forces in eV/Å.

Values from the calculation:
* charge: 0
* E_HOMO: -9.12 eV
* orbital gap: 8.98 eV